(1)
Molecular formula: C21H16CaIN4O6Se
Method: DFT, wB97M-V/def2-TZVPD

Structure (ORCA input):
```
! RIJCOSX wB97M-V def2-TZVPD def2/J DEFGRID3
* xyz -1 1
Ca 1.37178 0.99687 1.98106
O -2.62624 0.55839 2.84610
C -1.40271 0.60431 3.00965
O -0.62132 1.56729 2.75349
C -0.68948 -0.68062 3.45390
C -1.24196 -1.78749 4.07881
C -0.42712 -2.90071 4.26439
C 0.86874 -2.91685 3.75933
C 1.32258 -1.78223 3.10228
N 0.56010 -0.70420 3.01565
C 2.62016 -1.66631 2.26804
O 3.43489 -2.58410 2.34930
O 2.63283 -0.64739 1.51246
H -2.27283 -1.77002 4.40330
H -0.81572 -3.77495 4.77307
H 1.52786 -3.76915 3.84756
C 1.29345 2.85803 -2.09892
N 1.12198 1.48935 -2.52385
C 1.99120 0.47322 -2.24135
Se 3.60000 0.56438 -1.46221
N 1.44366 -0.65941 -2.78238
C 0.22540 -0.38336 -3.36879
C -0.69149 -1.17298 -4.03607
C -1.83095 -0.54833 -4.53176
C -2.03428 0.81670 -4.36606
C -1.10568 1.61435 -3.70809
C 0.02548 0.99511 -3.20506
H 1.91533 2.87926 -1.20708
H 0.32225 3.28771 -1.85467
H 1.75985 3.44888 -2.89047
H 1.85951 -1.56229 -2.64193
H -0.52021 -2.23169 -4.17999
H -2.55756 -1.12977 -5.08389
H -2.93451 1.27122 -4.75719
H -1.27419 2.67592 -3.58771
O 2.77503 2.10749 3.24202
C 2.79751 2.93218 2.30875
O 2.10165 2.88809 1.26586
H 3.49687 3.79593 2.40535
I -4.10109 1.64667 -0.33657
C -2.47479 0.36134 -0.10937
C -2.64192 -1.00733 -0.17404
C -1.51492 -1.80621 -0.04612
C -0.28648 -1.20244 0.15886
N -0.13521 0.11895 0.23231
C -1.21114 0.89025 0.09548
H -3.62341 -1.44411 -0.29533
H -1.59981 -2.88298 -0.10416
H 0.62186 -1.78400 0.27294
H -1.05497 1.95701 0.19309
*
```

Values from the calculation:
relative energy (zero: lowest compared OMol25 entry of this formula, charge and spin)	48.34	kcal/mol
total energy	-4857.36599	Eh
maximum force	0.0462	hartree/bohr
E_HOMO	-4.98	eV
frontier orbital gap	7.073	eV

(2)
Molecular formula: C5H4N5S
Method: DFT, wB97M-V/def2-TZVPD

Structure (ORCA input):
```
! RIJCOSX wB97M-V def2-TZVPD def2/J DEFGRID3
* xyz -1 1
C -1.50663 2.17850 -0.52604
C 1.47248 -1.00271 -0.60434
C -0.88756 -1.21245 1.08830
C -1.41119 -0.18857 0.12125
C -0.95343 1.07249 0.28619
N -2.13657 3.01347 -1.01301
N 2.70927 -1.16285 -1.17588
N 3.25913 0.03532 -1.11206
N 2.43736 0.83400 -0.58664
N 1.31721 0.25647 -0.22952
S 0.22125 -2.23138 -0.05817
H -1.89081 -1.61751 1.46599
H -0.24873 -0.73471 1.79126
H -1.86075 -0.73424 -0.66716
H -0.52102 1.49417 1.21985
*
```

Values from the calculation:
relative energy (zero: lowest compared OMol25 entry of this formula, charge and spin)	26.88	kcal/mol
total energy	-864.84691	Eh
maximum force	0.0714	hartree/bohr
E_HOMO	-4.78	eV
frontier orbital gap	7.849	eV

Question: What is the formula in the second record?
Answer: C5H4N5S